C36H37CoF4N2O3P2Te as an isolated structure, computed with ωB97M-V with the def2-TZVPD basis set.

Results
Total energy = -121427.9995 eV
Lowest unoccupied orbital energy (alpha / beta) = 2.5 / 2.5 eV
Energy above the lowest of the compared OMol25 structures with the same formula, charge and spin = 0.9 kcal/mol
Kohn-Sham gap (alpha / beta) = 0.24235 / 0.24181 Eh
⟨S²⟩ = 0.764
HOMO energy (alpha / beta) = -4.092 / -4.076 eV

Structure (ORCA input):
```
! wB97M-V def2-TZVPD RIJCOSX def2/J DEFGRID3
* xyz -1 2
Co 0.7684 0.7599 -0.3816
C 0.1375 2.0596 -3.2970
N 0.9534 1.0401 -2.6546
C 0.7373 -0.2405 -3.3138
C 2.3633 1.4512 -2.7150
C 3.2654 0.6112 -1.8274
N 2.7337 0.6231 -0.4776
C 3.4113 0.0231 0.5010
C 2.8188 -0.0718 1.7909
F 1.5755 0.4499 1.9599
C 3.4074 -0.6912 2.8637
F 2.7235 -0.7424 4.0311
C 4.6602 -1.2751 2.7866
C 5.2720 -1.1929 1.5487
F 6.4972 -1.7371 1.3947
C 4.6972 -0.5832 0.4545
F 5.4192 -0.5892 -0.6914
H 0.3953 2.1581 -4.3641
H 0.2875 3.0205 -2.8063
H -0.9164 1.7968 -3.2247
H 1.0157 -0.1914 -4.3798
H -0.3166 -0.5152 -3.2357
H 1.3213 -1.0207 -2.8397
H 2.4067 2.4900 -2.3792
H 2.7219 1.4136 -3.7581
H 4.2681 1.0515 -1.8809
H 3.3477 -0.4096 -2.2244
H 5.1250 -1.7629 3.6276
C -2.4536 0.3713 4.3932
C -1.5245 -0.4417 3.7624
C -1.2433 -0.2556 2.4171
C -1.8934 0.7370 1.6922
C -2.8261 1.5498 2.3296
C -3.1034 1.3668 3.6753
P -1.4568 0.8958 -0.0752
C -2.7514 -0.0987 -0.8928
C -3.1380 0.1970 -2.2007
C -4.0455 -0.6073 -2.8693
C -4.5746 -1.7279 -2.2426
C -4.1921 -2.0342 -0.9450
C -3.2883 -1.2255 -0.2729
C -1.8111 2.6277 -0.4399
C -3.0217 3.2118 -0.6966
C -3.0994 4.6142 -0.8328
C -1.9792 5.3818 -0.6751
C -0.7130 4.7998 -0.4164
C 0.4596 5.5720 -0.2539
C 1.6494 4.9380 -0.0315
C 1.7383 3.5282 -0.0057
C 0.6426 2.7054 -0.1800
C -0.6122 3.3897 -0.3377
H -2.6666 0.2372 5.4464
H -1.0003 -1.2088 4.3184
H -0.5072 -0.8663 1.9114
H -3.3225 2.3383 1.7800
H -3.8234 2.0089 4.1679
H -2.7377 1.0720 -2.6962
H -4.3358 -0.3615 -3.8836
H -5.2781 -2.3623 -2.7670
H -4.5938 -2.9105 -0.4511
H -2.9876 -1.4837 0.7340
H -3.9181 2.6087 -0.7830
H -4.0542 5.0795 -1.0438
H -2.0439 6.4612 -0.7578
H 0.3973 6.6530 -0.3052
H 2.5507 5.5258 0.1062
H 2.7130 3.0750 0.1301
C -1.6367 -5.1037 -1.3308
C -0.7055 -4.8245 -0.1712
O -0.5170 -3.4169 -0.0484
P 0.9427 -2.7376 -0.2142
O 0.6313 -1.2724 -0.0987
Te 2.1646 -3.6629 -2.0009
O 1.7296 -3.2261 1.1042
C 1.2472 -2.8806 2.4022
C 2.0460 -3.6648 3.4178
H -1.8139 -6.1768 -1.4286
H -1.1842 -4.7404 -2.2532
H -2.5922 -4.5988 -1.1869
H 0.2598 -5.3173 -0.3266
H -1.1270 -5.1743 0.7767
H 0.1777 -3.1102 2.4702
H 1.3825 -1.8063 2.5562
H 1.9337 -4.7365 3.2524
H 1.7082 -3.4262 4.4272
H 3.1019 -3.4109 3.3367
*
```